(1)
The following is a quantum chemistry calculation of C26H35O2W as an isolated structure at a distorted geometry, from OMol25.

Results
lowest unoccupied orbital energy (spin up / spin down)	-2.99 / -4.46	eV
orbital gap (spin up / spin down)	0.299 / 0.246	Eh
energy relative to the best compared isomer or geometry (same formula, charge and spin)	0.000	eV

The geometry in ORCA input format:
```
! wB97M-V def2-TZVPD RIJCOSX def2/J DEFGRID3
* xyz 1 3
O -1.29 2.99 -0.42
C -2.58 3.28 0.20
C -3.19 3.63 -1.18
H -2.49 4.08 0.93
H -3.02 2.38 0.64
C -1.85 3.09 -1.77
H -3.20 4.70 -1.36
H -4.11 3.12 -1.45
C -0.94 4.06 -2.50
H -0.69 4.86 -1.80
H -1.41 4.47 -3.41
H -0.01 3.55 -2.76
C -2.11 1.81 -2.55
H -2.91 1.21 -2.11
H -1.24 1.17 -2.67
H -2.44 2.06 -3.56
W 0.44 -0.45 0.26
C -0.58 -2.40 -0.22
C -0.96 -2.25 1.15
C -1.89 -1.15 1.24
H -0.67 -2.92 1.96
C -2.09 -0.62 -0.06
C -1.28 -1.38 -0.98
H -1.30 -1.30 -2.07
H 0.02 -3.20 -0.64
H -2.37 -0.79 2.15
H -2.78 0.17 -0.33
C 2.49 -0.85 -0.40
C 1.66 -0.87 -1.57
C 1.06 0.42 -1.71
H 1.59 -1.70 -2.28
C 1.51 1.25 -0.62
C 2.41 0.47 0.17
H 3.00 0.83 1.00
H 3.16 -1.64 -0.09
H 0.49 0.77 -2.57
H 1.27 2.30 -0.49
O -3.40 6.08 0.07
C -4.09 6.68 -1.08
C -4.80 7.98 -0.67
H -4.84 5.97 -1.46
H -3.36 6.86 -1.90
C -4.84 7.91 0.85
H -5.81 8.01 -1.10
H -4.24 8.84 -1.02
C -3.77 6.85 1.23
H -5.83 7.60 1.18
H -4.61 8.88 1.29
H -4.13 6.18 2.02
H -2.87 7.37 1.60
C 0.61 0.08 2.47
C 1.79 -0.53 3.13
C 2.55 0.26 4.02
C 3.69 -0.25 4.63
C 4.10 -1.56 4.38
C 3.35 -2.37 3.52
C 2.18 -1.87 2.93
H -0.34 -0.18 2.95
H 0.68 1.18 2.35
H 2.22 1.29 4.22
H 4.26 0.38 5.32
H 5.00 -1.96 4.86
H 3.66 -3.39 3.32
H 1.59 -2.53 2.29
*
```


(2)
The following is a quantum chemistry calculation of a 2-piece molecular cluster, C3H9N3O overall, from OMol25.

Results
lowest unoccupied orbital energy	0.65	eV
orbital gap	0.376	Eh
SMILES	[H]/N=C/N.CNC=O
energy relative to the best compared isomer or geometry (same formula, charge and spin)	0.772	eV

The geometry in ORCA input format:
```
! wB97M-V def2-TZVPD RIJCOSX def2/J DEFGRID3
* xyz 0 1
H 1.05 1.98 -1.43
N 1.08 1.02 -1.76
C 2.04 0.41 -1.20
N 2.26 -0.92 -1.40
H 2.73 0.89 -0.49
H 3.20 -1.26 -1.25
H 1.78 -1.30 -2.20
C -1.89 -0.68 0.18
N -1.03 -0.16 1.23
C -1.50 0.65 2.22
O -2.67 0.89 2.42
H -2.92 -0.63 0.52
H -1.60 -1.71 -0.02
H -1.81 -0.08 -0.72
H -0.04 -0.13 1.04
H -0.69 1.04 2.86
*
```


(3)
The following is a quantum chemistry calculation of the molecule C17H20N2O4S2 at a distorted geometry, from OMol25.

Results
lowest unoccupied orbital energy	0.41	eV
orbital gap	0.306	Eh
SMILES	COc1ccc(NC(=O)CCCSc2ccccc2)cc1S(N)(=O)=O
energy relative to the best compared isomer or geometry (same formula, charge and spin)	1.079	eV

The geometry in ORCA input format:
```
! wB97M-V def2-TZVPD RIJCOSX def2/J DEFGRID3
* xyz 0 1
C -4.58 -1.08 -1.07
O -3.32 -1.60 -1.41
C -2.20 -1.37 -0.69
C -1.11 -2.15 -1.12
C 0.13 -2.07 -0.54
C 0.35 -1.17 0.51
N 1.59 -0.97 1.10
C 2.76 -1.65 0.88
O 2.85 -2.65 0.21
C 3.97 -0.97 1.50
C 4.82 -0.35 0.39
C 4.00 0.48 -0.59
S 3.14 1.86 0.26
C 1.51 1.90 -0.44
C 0.55 2.59 0.29
C -0.74 2.70 -0.18
C -1.09 2.09 -1.38
C -0.13 1.41 -2.11
C 1.17 1.33 -1.66
C -0.72 -0.41 0.95
C -1.98 -0.49 0.37
S -3.12 0.67 1.13
N -4.25 -0.35 1.87
O -2.41 1.38 2.16
O -3.84 1.46 0.17
H -4.89 -1.41 -0.08
H -5.26 -1.48 -1.83
H -4.59 0.01 -1.10
H -1.29 -2.83 -1.93
H 0.94 -2.68 -0.90
H 1.63 -0.16 1.71
H 3.67 -0.19 2.21
H 4.56 -1.72 2.03
H 5.61 0.26 0.83
H 5.29 -1.16 -0.18
H 3.24 -0.14 -1.05
H 4.64 0.91 -1.36
H 0.83 3.05 1.23
H -1.48 3.23 0.39
H -2.11 2.15 -1.73
H -0.39 0.95 -3.05
H 1.91 0.82 -2.27
H -0.60 0.29 1.76
H -5.14 0.11 1.95
H -3.91 -0.61 2.79
*
```


(4)
The following is a quantum chemistry calculation of C25H49IrNO2SSi2 as an isolated structure at a distorted geometry, from OMol25.

Results
lowest unoccupied orbital energy (spin up / spin down)	-2.96 / -5.14	eV
orbital gap (spin up / spin down)	0.256 / 0.233	Eh
energy relative to the best compared isomer or geometry (same formula, charge and spin)	0.294	eV

The geometry in ORCA input format:
```
! wB97M-V def2-TZVPD RIJCOSX def2/J DEFGRID3
* xyz 1 5
O -0.13 0.48 -1.68
O 1.14 -3.55 -1.45
C -1.54 0.26 -1.70
C -2.41 1.46 -2.07
H -1.79 -0.11 -0.70
H -1.74 -0.58 -2.41
H -2.04 2.35 -1.55
H -3.45 1.27 -1.79
H -2.39 1.66 -3.15
C 0.28 1.19 -2.87
C 0.69 0.20 -3.95
H 1.10 1.87 -2.61
H -0.55 1.83 -3.23
H 1.21 -0.68 -3.52
H 1.37 0.66 -4.68
H -0.20 -0.15 -4.49
C 2.49 -4.00 -1.25
C 0.37 -4.38 -2.33
C 3.49 -3.20 -2.08
H 2.57 -5.07 -1.51
H 2.66 -3.88 -0.17
H 3.32 -3.36 -3.15
H 4.50 -3.54 -1.82
H 3.42 -2.12 -1.87
C 0.97 -4.54 -3.72
H -0.62 -3.89 -2.36
H 0.27 -5.37 -1.86
H 1.21 -3.58 -4.19
H 0.23 -5.04 -4.35
H 1.87 -5.16 -3.70
H 0.23 -2.18 0.13
Ir -0.32 2.82 1.24
C 0.41 -2.20 1.24
Si -0.30 -3.73 2.09
H 1.49 -2.19 1.39
H -0.01 -1.28 1.66
C -1.94 -4.19 1.27
C -0.66 -3.50 3.94
C 0.71 -5.33 2.01
C -1.70 1.49 1.39
Si -1.96 2.58 2.89
H -1.32 0.48 1.57
H -2.48 1.52 0.60
C -1.88 1.60 4.50
C -3.49 3.64 2.71
C -0.26 3.82 3.02
H 0.11 -6.16 2.42
H 1.63 -5.28 2.60
H 0.98 -5.60 0.98
H -2.69 -3.41 1.46
H -2.33 -5.14 1.66
H -1.80 -4.28 0.19
H -1.08 -2.51 4.15
H 0.25 -3.62 4.54
H -1.39 -4.26 4.27
H -4.26 3.09 2.15
H -3.28 4.58 2.18
H -3.92 3.90 3.69
H -0.14 4.83 2.60
H 0.70 3.43 3.39
H -0.94 3.94 3.91
H -2.22 2.19 5.36
H -0.86 1.27 4.71
H -2.51 0.70 4.46
S 0.19 6.39 -1.26
C -1.50 6.32 -0.95
C -1.86 5.19 -0.24
C -0.72 4.33 -0.06
C 0.45 4.82 -0.58
C 1.62 4.02 -0.56
C 2.88 4.22 -1.16
C 3.83 3.21 -1.06
C 3.50 2.01 -0.44
C 2.25 1.86 0.15
N 1.38 2.89 0.14
H -2.16 7.09 -1.33
H -2.85 4.91 0.14
H 3.04 5.16 -1.67
H 4.83 3.37 -1.48
H 4.20 1.19 -0.40
H 1.89 0.96 0.65
*
```


(5)
The following is a quantum chemistry calculation of C21H31F5MnP2 as an isolated structure at a distorted geometry, from OMol25.

Results
lowest unoccupied orbital energy (spin up / spin down)	-6.31 / -6.36	eV
orbital gap (spin up / spin down)	0.243 / 0.219	Eh

The geometry in ORCA input format:
```
! wB97M-V def2-TZVPD RIJCOSX def2/J DEFGRID3
* xyz 2 4
P 0.50 -1.99 -2.11
P -0.25 2.61 -1.61
C 0.63 -0.17 -2.84
C 0.87 1.28 -2.29
H 0.54 0.05 -3.94
H 1.69 -0.47 -3.03
H 1.82 1.27 -1.73
H 1.13 1.79 -3.24
C -1.81 3.38 -2.19
H -2.21 3.96 -1.34
H -2.58 2.66 -2.50
H -1.68 4.08 -3.04
C 0.89 4.04 -1.68
H 0.60 4.72 -2.48
H 1.93 3.74 -1.84
H 0.80 4.55 -0.71
C -0.71 -3.21 -2.61
H -0.76 -3.95 -1.80
H -0.36 -3.68 -3.55
H -1.69 -2.75 -2.76
C 2.07 -2.80 -2.58
H 2.88 -2.07 -2.66
H 1.91 -3.30 -3.54
H 2.32 -3.53 -1.80
Mn -0.77 -0.19 -4.72
C 0.19 1.34 -5.55
C -1.24 1.51 -5.51
C -2.19 0.70 -6.35
C -1.74 -0.77 -6.78
C -1.06 -1.71 -5.81
C 0.40 -1.57 -5.54
C 1.36 -0.77 -6.39
C 0.94 0.70 -6.68
C 0.40 -1.83 -0.34
H 0.75 2.17 -5.10
H -1.60 2.36 -4.93
H -2.23 1.32 -7.26
H -3.23 0.76 -6.01
H -2.67 -1.26 -7.07
H -1.11 -0.67 -7.67
H -1.58 -2.58 -5.38
H 0.92 -2.38 -5.05
H 1.50 -1.26 -7.37
H 2.37 -0.74 -5.95
H 1.89 1.25 -6.86
H 0.38 0.80 -7.62
H 1.28 -1.31 0.06
H 0.30 -2.81 0.18
H -0.51 -1.22 -0.20
F -2.73 1.87 0.22
C -1.54 2.04 0.88
C -0.35 2.24 0.16
C 0.80 2.09 0.95
F 2.00 1.86 0.34
C 0.81 2.12 2.31
F 1.98 2.18 2.97
C -0.40 2.19 3.01
F -0.44 2.39 4.33
C -1.59 2.05 2.28
F -2.80 2.08 2.90
*
```


(6)
The following is a quantum chemistry calculation of C36H38HfN5OP2S as an isolated structure, from OMol25.

Results
lowest unoccupied orbital energy	-8.97	eV
orbital gap	0.239	Eh

The geometry in ORCA input format:
```
! wB97M-V def2-TZVPD RIJCOSX def2/J DEFGRID3
* xyz 3 1
Hf -0.17 0.39 -0.46
C -0.45 3.84 -0.42
P 0.97 2.83 0.09
C 2.42 3.48 -0.77
C 3.57 3.88 -0.09
C 4.65 4.39 -0.80
C 4.58 4.52 -2.18
C 3.43 4.13 -2.86
C 2.35 3.60 -2.16
C 1.16 2.96 1.88
C 2.08 2.13 2.53
C 2.25 2.21 3.90
C 1.48 3.11 4.64
C 0.56 3.92 4.00
C 0.40 3.85 2.63
C -1.69 3.11 -0.03
C -2.87 3.61 0.41
C -3.74 2.51 0.62
C -3.06 1.38 0.32
C -3.56 -0.03 0.38
P -2.47 -1.03 -0.67
C -2.75 -2.79 -0.41
C -2.84 -3.29 0.89
C -3.05 -4.64 1.10
C -3.17 -5.51 0.01
C -3.08 -5.01 -1.28
C -2.87 -3.66 -1.50
C -2.75 -0.54 -2.38
C -1.58 -0.14 -3.05
C -1.63 0.44 -4.31
C -2.86 0.60 -4.92
C -4.03 0.20 -4.27
C -3.98 -0.36 -3.00
N -1.73 1.70 -0.08
H -0.37 3.98 -1.50
H -0.41 4.84 0.02
H 3.62 3.82 0.99
H 5.53 4.72 -0.27
H 5.41 4.94 -2.73
H 3.36 4.26 -3.93
H 1.46 3.30 -2.70
H 2.69 1.44 1.95
H 2.97 1.58 4.40
H 1.61 3.17 5.71
H -0.04 4.62 4.58
H -0.33 4.50 2.15
H -3.10 4.66 0.56
H -4.77 2.56 0.96
H -4.60 -0.10 0.06
H -3.51 -0.46 1.39
H -2.78 -2.63 1.75
H -3.17 -5.03 2.10
H -3.36 -6.56 0.17
H -3.19 -5.68 -2.13
H -2.83 -3.27 -2.51
H -0.58 -0.39 -2.67
H -0.72 0.73 -4.81
H -2.93 1.05 -5.90
H -4.98 0.33 -4.76
H -4.89 -0.65 -2.50
N 0.59 -1.13 0.88
C 0.56 -2.24 1.27
N 0.53 -3.44 1.68
C 0.60 -4.62 0.77
C 1.64 -5.58 1.32
O 1.35 -5.90 2.66
C 1.46 -4.77 3.50
C 0.39 -3.75 3.14
H 0.83 -4.27 -0.23
H -0.40 -5.07 0.79
H 2.64 -5.14 1.23
H 1.61 -6.50 0.75
H 2.46 -4.32 3.43
H 1.30 -5.12 4.52
H 0.48 -2.83 3.71
H -0.60 -4.18 3.27
N 3.52 0.04 -0.23
C 3.24 0.36 -1.48
N 4.15 0.92 -2.25
S 1.69 0.00 -2.20
H 4.44 0.18 0.16
H 2.87 -0.53 0.30
H 5.08 1.12 -1.92
H 3.90 1.25 -3.16
*
```


(7)
The following is a quantum chemistry calculation of C18H27ClNO2PtS5Si2 as an isolated structure at a distorted geometry, from OMol25.

Results
lowest unoccupied orbital energy (spin up / spin down)	1.93 / 1.93	eV
orbital gap (spin up / spin down)	0.253 / 0.253	Eh
energy relative to the best compared isomer or geometry (same formula, charge and spin)	2.062	eV

The geometry in ORCA input format:
```
! wB97M-V def2-TZVPD RIJCOSX def2/J DEFGRID3
* xyz -1 1
Pt 0.83 -0.60 -0.17
C -1.03 -0.15 2.69
Si -1.79 -0.99 1.19
C -1.40 -2.85 1.18
C -3.68 -0.82 1.40
C -1.24 -0.21 -0.43
C -1.47 -1.08 -1.58
C -2.70 -1.31 -2.20
C -2.75 -2.18 -3.28
C -1.58 -2.81 -3.70
C -0.40 -2.52 -3.03
N -0.35 -1.68 -2.01
Si -1.36 1.63 -0.82
C -3.15 2.24 -1.07
C -0.40 1.87 -2.43
C -0.61 2.64 0.58
H -1.29 -0.69 3.61
H -1.38 0.88 2.80
H 0.06 -0.13 2.63
H -1.57 -3.29 2.16
H -0.36 -3.02 0.90
H -2.03 -3.38 0.46
H -4.01 -1.26 2.34
H -4.22 -1.33 0.60
H -3.99 0.23 1.39
H -3.58 -0.81 -1.83
H -3.69 -2.38 -3.78
H -1.58 -3.50 -4.53
H 0.54 -2.98 -3.33
H -3.65 1.72 -1.89
H -3.15 3.31 -1.31
H -3.74 2.10 -0.17
H -0.94 1.44 -3.28
H 0.56 1.35 -2.36
H -0.20 2.92 -2.65
H -1.26 2.68 1.45
H -0.40 3.66 0.26
H 0.34 2.19 0.88
Cl 5.33 -3.31 -0.18
C 4.12 -3.16 -1.48
C 2.85 -2.48 -0.94
O 2.16 -3.12 -0.13
O 2.64 -1.31 -1.40
H 3.89 -4.17 -1.83
H 4.57 -2.56 -2.27
C 4.07 3.33 0.21
S 2.74 3.92 1.29
C 2.62 2.71 2.56
C 2.53 1.36 2.47
S 2.72 0.36 1.08
S 2.38 0.55 4.05
C 2.35 1.95 5.06
S 2.17 1.90 6.69
S 2.53 3.42 4.16
H 4.28 4.15 -0.47
H 3.75 2.45 -0.33
H 4.95 3.11 0.82
*
```


(8)
The following is a quantum chemistry calculation of a 2-piece molecular cluster, C7H14FNO2S overall at a distorted geometry, from OMol25.

Results
lowest unoccupied orbital energy	-0.08	eV
orbital gap	0.326	Eh
SMILES	C=S(=O)=NC(C)(C)C.C=C(O)F
energy relative to the best compared isomer or geometry (same formula, charge and spin)	5.042	eV

The geometry in ORCA input format:
```
! wB97M-V def2-TZVPD RIJCOSX def2/J DEFGRID3
* xyz 0 1
C 0.64 -2.69 -0.96
S 0.23 -1.41 -0.06
O -1.14 -1.36 0.43
N 1.35 -0.60 0.54
C 1.22 0.70 1.26
C 1.15 0.34 2.77
C 2.48 1.58 1.07
C -0.01 1.52 0.78
H -0.21 -3.06 -1.45
H 1.53 -2.46 -1.68
H 1.96 -0.37 3.08
H 1.35 1.24 3.48
H 0.15 -0.06 2.78
H 2.51 2.64 1.54
H 2.84 1.55 -0.03
H 3.25 1.08 1.59
H 0.15 1.95 -0.28
H -0.86 0.83 0.76
H -0.43 2.22 1.56
C -2.81 -0.57 -3.53
C -2.47 -0.52 -2.21
O -3.12 -0.60 -1.10
F -1.10 -0.28 -2.01
H -3.89 -0.74 -3.74
H -2.19 -0.06 -4.27
H -2.60 -0.85 -0.32
*
```


(9)
The following is a quantum chemistry calculation of the molecule C2H2N2O2S, from OMol25.

Results
lowest unoccupied orbital energy	0.57	eV
orbital gap	0.358	Eh
SMILES	Oc1nnc(S)o1
energy relative to the best compared isomer or geometry (same formula, charge and spin)	0.591	eV

The geometry in ORCA input format:
```
! wB97M-V def2-TZVPD RIJCOSX def2/J DEFGRID3
* xyz 0 1
O 2.24 -0.93 0.00
C 1.10 -0.24 0.00
N 0.92 1.03 0.00
N -0.48 1.19 0.00
C -0.98 0.00 0.00
S -2.64 -0.51 0.00
O -0.02 -0.97 -0.01
H 2.94 -0.28 0.02
H -3.08 0.73 0.00
*
```


(10)
The following is a quantum chemistry calculation of a 2-piece molecular cluster, C6H10O overall at a distorted geometry, from OMol25.

Results
lowest unoccupied orbital energy	0.95	eV
orbital gap	0.388	Eh
SMILES	CC(C)=O.C#CC
energy relative to the best compared isomer or geometry (same formula, charge and spin)	1.939	eV

The geometry in ORCA input format:
```
! wB97M-V def2-TZVPD RIJCOSX def2/J DEFGRID3
* xyz 0 1
C -0.51 1.80 -0.54
C -0.90 0.34 -0.47
C -0.35 -0.54 -1.57
O -1.62 -0.10 0.41
H -0.97 2.36 0.30
H -0.86 2.25 -1.48
H 0.58 1.91 -0.48
H -0.71 -0.19 -2.55
H 0.75 -0.52 -1.56
H -0.69 -1.58 -1.43
C 1.91 0.18 0.57
C 1.09 -0.53 1.11
C 0.10 -1.38 1.77
H 2.64 0.81 0.09
H 0.57 -1.95 2.59
H -0.33 -2.09 1.05
H -0.71 -0.76 2.20
*
```


(11)
The following is a quantum chemistry calculation of a 3-piece molecular cluster, C2H9NS overall at a distorted geometry, from OMol25.

Results
lowest unoccupied orbital energy	0.93	eV
orbital gap	0.364	Eh
SMILES	[H][H].C1CS1.N
energy relative to the best compared isomer or geometry (same formula, charge and spin)	2.131	eV

The geometry in ORCA input format:
```
! wB97M-V def2-TZVPD RIJCOSX def2/J DEFGRID3
* xyz 0 1
H 2.52 -3.54 1.66
H 2.07 -3.70 2.22
C -0.12 -0.51 0.30
C -0.32 0.58 1.33
S 1.20 0.66 0.37
H -0.95 -0.73 -0.36
H 0.15 -1.42 0.82
H -0.94 1.41 1.04
H -0.60 0.19 2.29
N -0.98 1.75 -2.19
H -1.17 1.36 -3.12
H -0.70 2.69 -2.48
H -0.16 1.25 -1.88
*
```


(12)
The following is a quantum chemistry calculation of C5H12O as an isolated structure at a distorted geometry, from OMol25.

Results
lowest unoccupied orbital energy	1.17	eV
orbital gap	0.399	Eh
energy relative to the best compared isomer or geometry (same formula, charge and spin)	3.131	eV

The geometry in ORCA input format:
```
! wB97M-V def2-TZVPD RIJCOSX def2/J DEFGRID3
* xyz 0 1
C -1.15 -1.98 0.45
C -1.36 -0.49 0.18
C -0.07 0.25 -0.21
C -0.24 1.74 -0.47
O 0.92 -0.07 0.68
C 2.14 0.37 0.25
H -0.67 -2.45 -0.42
H -0.50 -2.15 1.32
H -2.10 -2.48 0.63
H -1.85 -0.04 1.07
H -2.06 -0.35 -0.64
H 0.75 -0.16 -1.40
H -1.23 1.93 -0.88
H 0.50 2.07 -1.19
H -0.13 2.36 0.44
H 2.89 -0.08 0.92
H 1.94 0.00 -1.08
H 2.23 1.47 0.22
*
```